(1)
DFT (ωB97M-V with the def2-TZVPD basis set) results for a molecular structure, C20H16AsFGaO2PS4 at a distorted geometry.

Geometry (Å):
1 Ga -2.694 0.410 0.373
2 S -5.825 -1.837 2.010
3 As -3.677 -2.123 1.900
4 S -2.732 -0.214 2.586
5 S -2.957 -1.777 -0.220
6 S -2.815 -3.771 2.849
7 O -0.747 1.133 -2.351
8 C -0.262 0.965 -1.217
9 O -0.909 0.961 -0.136
10 C 1.294 0.917 -1.098
11 P 2.021 0.169 0.450
12 C 3.830 0.169 0.075
13 C 4.676 -0.826 -0.433
14 C 6.062 -0.635 -0.549
15 C 6.599 0.542 -0.103
16 C 5.799 1.599 0.339
17 C 4.413 1.376 0.494
18 C 1.583 -1.650 0.240
19 C 1.877 -2.486 -0.822
20 C 1.459 -3.809 -0.802
21 C 0.704 -4.285 0.285
22 C 0.282 -3.450 1.285
23 C 0.765 -2.138 1.315
24 H 1.531 1.975 -1.219
25 H 1.792 0.521 -2.025
26 H 4.231 -1.757 -0.679
27 H 6.724 -1.453 -0.868
28 H 7.659 0.729 -0.130
29 H 6.262 2.485 0.721
30 H 3.668 2.106 0.812
31 H 2.463 -2.110 -1.645
32 H 1.700 -4.411 -1.614
33 H 0.440 -5.299 0.239
34 H -0.428 -3.789 2.001
35 H 0.377 -1.490 2.111
36 F -6.788 4.654 -0.938
37 C -5.791 3.797 -0.593
38 C -5.910 3.071 0.591
39 C -4.948 2.119 0.818
40 C -3.908 1.883 -0.067
41 C -3.832 2.606 -1.244
42 C -4.789 3.630 -1.502
43 H -6.680 3.256 1.306
44 H -4.937 1.561 1.736
45 H -2.981 2.426 -1.900
46 H -4.603 4.250 -2.384

Results
2S+1: 1
Kohn-Sham gap: 5.7 eV
LUMO energy: 4.02 eV
total charge: -2
energy relative to the best compared isomer or geometry (same formula, charge and spin): 0.439 eV

---

(2)
DFT (ωB97M-V with the def2-TZVPD basis set) results for a molecular structure, C20H16CdCl2N4O3 at a distorted geometry.

Geometry (Å):
1 Cd -0.599 -0.404 -0.697
2 Cl 3.684 0.479 4.880
3 C 2.194 0.401 3.870
4 C 2.237 -0.306 2.693
5 C 1.132 -0.408 1.910
6 N 1.064 -1.134 0.717
7 C 1.954 -2.063 0.349
8 O 3.006 -2.410 0.866
9 C 1.607 -2.616 -1.007
10 C 2.363 -3.713 -1.428
11 C 2.137 -4.136 -2.731
12 C 1.123 -3.579 -3.466
13 C 0.376 -2.538 -2.965
14 N 0.642 -2.054 -1.726
15 C 0.039 0.373 2.270
16 C -0.020 1.097 3.436
17 C 1.064 1.001 4.288
18 Cl 1.015 1.762 5.876
19 N -1.005 0.503 1.307
20 C -2.234 0.933 1.533
21 O -2.723 1.239 2.595
22 C -3.189 0.858 0.349
23 C -4.448 1.335 0.563
24 C -5.272 1.399 -0.556
25 C -4.805 1.057 -1.792
26 C -3.563 0.526 -1.898
27 N -2.734 0.504 -0.889
28 H 3.063 -0.885 2.396
29 H 3.203 -4.035 -0.819
30 H 2.608 -5.004 -3.209
31 H 0.895 -4.113 -4.368
32 H -0.415 -2.028 -3.556
33 H -0.935 1.592 3.670
34 H -4.726 1.426 1.590
35 H -6.275 1.810 -0.425
36 H -5.446 1.205 -2.635
37 H -3.132 0.173 -2.775
38 C 2.496 2.793 -0.779
39 C 1.061 2.543 -0.963
40 O 0.928 1.231 -1.508
41 H 2.911 3.771 -0.452
42 H 3.081 2.625 -1.639
43 H 2.924 2.210 0.061
44 H 0.528 3.168 -1.735
45 H 0.461 2.624 -0.005
46 H 1.726 0.787 -1.195

Results
2S+1: 1
Kohn-Sham gap: 7.0 eV
LUMO energy: -0.28 eV
energy relative to the best compared isomer or geometry (same formula, charge and spin): 0.744 eV

---

(3)
DFT (ωB97M-V with the def2-TZVPD basis set) results for a single C20H16FIN6 molecule at a distorted geometry.

Geometry (Å):
1 F 3.362 0.518 1.185
2 I 1.437 -5.097 -1.842
3 N 1.669 -1.935 -1.591
4 N -2.714 -2.005 -2.988
5 N -1.369 -0.183 -2.487
6 N -0.120 1.288 1.952
7 C 0.870 -2.905 -1.965
8 C -2.528 -0.703 -2.842
9 C 0.575 0.635 0.987
10 C -1.711 -2.802 -2.725
11 C -0.362 -1.012 -2.245
12 C -0.697 2.449 1.630
13 C 2.592 -2.950 2.174
14 C 1.207 -2.957 2.096
15 C 3.307 -1.774 1.925
16 C 0.535 -1.803 1.685
17 C 0.085 2.420 -0.580
18 C 2.646 -0.577 1.528
19 C -0.466 -2.372 -2.375
20 C 1.256 -0.604 1.397
21 C 0.673 1.179 -0.328
22 C -0.606 3.076 0.425
23 N -2.035 -4.085 -2.769
24 N 0.926 -0.792 -1.751
25 C 1.474 0.529 -1.423
26 C -1.462 3.304 2.584
27 C -1.306 4.388 0.438
28 C -1.493 4.660 1.939
29 H -3.401 -0.075 -3.028
30 H 3.135 -3.850 2.376
31 H 0.660 -3.872 2.338
32 H 4.391 -1.825 1.994
33 H -0.543 -1.787 1.504
34 H 0.170 2.887 -1.527
35 H -3.041 -4.220 -2.843
36 H -1.537 -4.660 -2.114
37 H 1.462 1.126 -2.324
38 H 2.482 0.423 -1.128
39 H -0.954 3.287 3.560
40 H -2.448 2.880 2.738
41 H -0.750 5.152 -0.066
42 H -2.299 4.295 0.004
43 H -2.452 5.172 2.169
44 H -0.622 5.178 2.314

Results
2S+1: 1
Kohn-Sham gap: 8.5 eV
SMILES: Nc1ncnc2c1c(I)nn2Cc1cc2c(nc1-c1ccccc1F)CCC2
LUMO energy: -0.20 eV